{"formula": "C6H11N", "method": "the ωB97M-V functional and the def2-TZVPD basis", "elements": ["C", "C", "C", "C", "C", "C", "N", "H", "H", "H", "H", "H", "H", "H", "H", "H", "H", "H"], "xyz": [[1.57904, -1.21124, -0.15994], [1.63192, 0.21707, 0.39033], [0.31307, 0.62992, 1.06392], [-0.95606, 0.33229, 0.36748], [-1.83438, -0.63501, 0.63951], [-1.54714, 1.10260, -1.74953], [-1.30839, 1.38456, -0.54595], [2.60098, -1.55080, -0.39340], [1.40109, -1.93730, 0.64792], [0.92277, -1.40098, -0.99759], [2.48531, 0.40021, 1.03341], [1.76576, 0.79209, -0.53097], [0.29781, 0.25546, 2.09328], [0.31302, 1.71786, 1.16621], [-2.74314, -0.75320, 0.07365], [-1.60951, -1.25997, 1.49250], [-1.88234, 1.84142, -2.47241], [-1.42981, 0.07503, -2.11842]], "forces_ev_per_a": [[1.70, -1.07, 1.65], [-1.17, -0.47, -1.72], [0.76, 0.65, 1.13], [-0.99, 0.56, -0.82], [0.89, 0.26, 0.22], [0.10, -0.69, -0.14], [0.08, -0.24, -0.03], [-0.18, 0.42, -0.64], [-0.76, 0.17, -0.12], [-0.21, 0.20, -0.04], [0.01, -0.10, 0.16], [0.12, 0.59, 0.31], [-0.08, -0.28, -0.17], [0.13, 0.06, 0.11], [-0.19, 0.03, 0.12], [-0.19, -0.36, -0.17], [0.06, 0.22, 0.21], [-0.07, 0.07, -0.06]], "gap_ev": 10.1, "smiles": "C=NC(=C)CCC", "relative_energy_ev": 1.541, "lumo_ev": 1.086}